(1)
A structure of composition C36H47Cl3NO2PdSbSi4 in a non-equilibrium geometry, computed with ωB97M-V/def2-TZVPD.

```
95
Properties=species:S:1:pos:R:3:mulliken_charge:R:1
Pd -0.201 -1.257 -0.573 1.67
C 2.864 5.715 0.213 -0.58
C 2.230 4.946 1.177 -0.60
C 1.686 3.712 0.836 -0.70
C 1.796 3.220 -0.462 0.82
C 2.427 4.007 -1.428 -0.63
C 2.951 5.249 -1.093 -0.81
Sb 1.090 1.249 -1.005 -1.63
C 0.659 1.967 -2.992 1.07
C 1.394 1.583 -4.106 -0.34
C 1.053 2.055 -5.370 -0.67
C -0.032 2.902 -5.527 -0.70
C -0.768 3.294 -4.415 -0.64
C -0.412 2.842 -3.154 -0.36
C 3.063 0.463 -1.478 0.82
C 4.220 1.238 -1.528 -0.65
C 5.434 0.673 -1.902 -0.57
C 5.513 -0.675 -2.223 -0.73
C 4.379 -1.469 -2.133 -0.55
C 3.171 -0.903 -1.749 0.17
H 3.286 6.677 0.475 0.38
H 2.152 5.310 2.194 0.42
H 1.162 3.137 1.590 0.38
H 2.507 3.658 -2.449 0.61
H 3.426 5.853 -1.856 0.41
H 2.238 0.911 -3.995 0.32
H 1.634 1.750 -6.232 0.43
H -0.311 3.250 -6.514 0.38
H -1.626 3.944 -4.534 0.41
H -0.985 3.152 -2.288 0.19
H 4.187 2.286 -1.260 0.38
H 6.319 1.295 -1.956 0.39
H 6.460 -1.106 -2.523 0.35
H 4.433 -2.525 -2.371 0.45
H 2.303 -1.542 -1.634 -0.60
N -1.310 1.134 1.338 -0.50
C -2.372 1.326 0.934 -0.21
C -3.723 1.570 0.534 0.76
C -4.016 2.267 -0.636 0.07
C -5.334 2.541 -0.952 -0.85
C -6.359 2.124 -0.112 -0.38
C -6.066 1.419 1.048 -0.90
C -4.752 1.139 1.373 -0.20
H -3.214 2.567 -1.295 0.43
H -5.572 3.085 -1.856 0.43
H -7.388 2.345 -0.365 0.39
H -6.863 1.080 1.695 0.43
H -4.513 0.576 2.265 0.36
Cl -2.417 -0.452 -4.415 -0.12
C -1.730 -1.290 -3.025 1.26
Cl -2.262 -2.968 -3.005 -0.06
Cl 0.073 -1.311 -3.155 -0.06
C -2.102 -0.496 -1.670 -1.24
O -2.655 -1.172 -0.779 -0.73
O -1.897 0.729 -1.746 -0.17
C -2.681 -0.290 4.143 -1.36
Si -2.287 -1.736 2.985 1.09
C -1.877 -3.165 4.139 -1.21
C -3.782 -2.244 1.978 -0.77
Si -0.435 -0.959 1.727 -0.15
Si -0.062 -3.577 -0.182 1.64
C 1.077 -4.313 -1.498 -1.19
C 0.701 -4.122 1.474 -0.91
C -1.721 -4.493 -0.148 -1.20
Si 1.769 -0.912 2.659 1.06
C 2.197 0.896 2.993 -1.10
C 1.610 -1.771 4.333 -1.26
C 3.317 -1.574 1.831 -0.82
H -3.664 -0.423 4.605 0.45
H -2.674 0.677 3.638 0.36
H -1.945 -0.241 4.949 0.37
H -2.752 -3.353 4.769 0.44
H -1.035 -2.941 4.797 0.29
H -1.652 -4.088 3.602 0.30
H -4.713 -2.014 2.504 0.48
H -3.759 -3.317 1.780 0.46
H -3.796 -1.736 1.011 0.00
H 2.106 -3.968 -1.367 0.17
H 0.765 -4.074 -2.515 0.25
H 1.074 -5.402 -1.386 0.45
H 1.725 -3.777 1.605 0.10
H 0.712 -5.217 1.491 0.51
H 0.108 -3.773 2.327 -0.35
H -2.563 -3.802 -0.207 0.15
H -1.805 -5.061 0.783 0.45
H -1.801 -5.194 -0.983 0.46
H 1.323 1.492 3.266 0.26
H 2.652 1.351 2.109 0.16
H 2.921 0.963 3.810 0.54
H 0.832 -1.298 4.939 0.32
H 2.552 -1.701 4.884 0.46
H 1.364 -2.831 4.232 0.35
H 3.500 -1.069 0.882 -0.11
H 3.304 -2.645 1.635 0.44
H 4.165 -1.369 2.491 0.46
```

Output
Maximum force   0.039 Eh/bohr
Total charge   0
Orbital gap   6.51 eV
HOMO level   -7.22 eV
LUMO   -0.71 eV

***

(2)
A structure of composition C36H47Cl5NO4PSr, computed with ωB97M-V/def2-TZVPD.

```
95
Properties=species:S:1:pos:R:3:mulliken_charge:R:1
Sr 0.431 -0.830 0.302 1.39
C 2.217 -2.707 3.221 -0.89
C 2.426 -1.200 3.311 -0.80
O 1.303 -0.462 2.860 0.37
C 0.281 -0.211 3.817 0.23
C -0.724 -1.337 3.938 -0.92
O -1.178 -1.685 2.643 0.17
C -1.905 -2.894 2.627 -0.76
C -1.982 -3.366 1.187 -0.77
O -0.728 -3.340 0.538 0.26
C 0.140 -4.443 0.740 -0.60
C 1.035 -4.307 1.964 -0.85
O 1.527 -2.987 2.022 0.36
H 1.637 -3.088 4.073 0.42
H 3.192 -3.210 3.236 0.46
H 3.250 -0.905 2.665 0.27
H 2.678 -0.916 4.339 0.38
H -0.223 0.689 3.475 -0.76
H 0.728 0.001 4.794 0.44
H -1.562 -0.996 4.561 0.50
H -0.294 -2.226 4.417 0.35
H -2.916 -2.753 3.032 0.51
H -1.397 -3.636 3.256 0.31
H -2.621 -2.694 0.611 0.17
H -2.425 -4.368 1.140 0.37
H 0.754 -4.489 -0.156 0.02
H -0.437 -5.372 0.805 0.38
H 1.859 -5.028 1.878 0.49
H 0.497 -4.536 2.893 0.34
C -2.869 -0.962 -2.032 -1.40
C -2.001 -0.475 -3.193 0.44
C -2.812 0.442 -4.100 -1.78
P -0.427 0.189 -2.465 1.21
C 0.866 0.004 -3.786 1.10
C 2.109 0.782 -3.363 -1.67
C 0.510 0.290 -5.243 -1.65
C -0.676 1.959 -2.176 0.70
C -0.876 2.875 -3.208 -0.01
C -1.058 4.231 -3.000 0.31
C -1.288 5.185 -4.137 -1.76
C -1.043 4.664 -1.676 -1.25
C -0.843 3.797 -0.625 -0.56
C -0.633 2.408 -0.825 -2.30
N -0.388 1.542 0.209 2.22
C -0.495 2.118 1.489 -0.39
C -1.731 2.148 2.153 0.95
C -2.951 1.613 1.465 -1.38
C -1.814 2.686 3.433 -1.13
C -0.700 3.207 4.082 0.65
C -0.801 3.757 5.475 -1.63
C 0.516 3.185 3.407 -1.08
C 0.635 2.652 2.130 1.61
C 1.954 2.668 1.414 -1.54
H -3.818 -1.367 -2.391 0.50
H -3.096 -0.138 -1.349 0.24
H -2.360 -1.748 -1.466 -0.06
H -1.677 -1.353 -3.765 0.60
H -3.162 1.316 -3.550 0.32
H -3.688 -0.092 -4.475 0.50
H -2.246 0.798 -4.959 0.33
H 1.106 -1.064 -3.716 -0.24
H 1.943 1.858 -3.438 0.30
H 2.952 0.518 -4.005 0.47
H 2.399 0.557 -2.332 0.18
H 0.305 1.345 -5.418 0.27
H -0.352 -0.289 -5.576 0.37
H 1.351 0.018 -5.885 0.48
H -0.901 2.510 -4.226 -0.03
H -1.057 4.716 -5.094 0.35
H -0.661 6.074 -4.045 0.37
H -2.326 5.524 -4.181 0.31
H -1.186 5.717 -1.457 0.40
H -0.834 4.195 0.380 0.45
H -2.827 0.557 1.204 0.03
H -3.135 2.142 0.527 0.23
H -3.832 1.711 2.099 0.45
H -2.778 2.708 3.932 0.39
H -1.797 4.154 5.673 0.39
H -0.081 4.560 5.636 0.40
H -0.602 2.988 6.226 0.24
H 1.396 3.604 3.885 0.42
H 2.708 3.192 2.001 0.45
H 1.863 3.158 0.443 0.22
H 2.326 1.657 1.221 0.15
Cl 0.022 -3.466 -2.678 -0.21
C 1.716 -3.308 -2.185 -0.79
C 2.031 -2.332 -1.262 -0.02
C 3.371 -2.265 -0.969 0.82
Cl 3.886 -0.959 0.139 -0.29
C 4.362 -3.096 -1.474 -0.28
Cl 6.017 -2.939 -1.021 -0.20
C 3.974 -4.084 -2.381 0.36
Cl 5.149 -5.153 -3.044 -0.20
C 2.632 -4.189 -2.754 0.01
Cl 2.156 -5.401 -3.884 -0.19
```

Output
Maximum force   0.012 Eh/bohr
Total charge   0
Orbital gap   6.47 eV
HOMO level   -6.38 eV
LUMO   0.09 eV

***

(3)
A structure of composition C36H47ClGaN3O3Si2, computed with ωB97M-V/def2-TZVPD.

```
93
Properties=species:S:1:pos:R:3:mulliken_charge:R:1
Ga 0.294 -1.376 -0.602 -4.49
C -3.351 3.311 2.084 -0.97
O -2.355 3.218 1.076 -0.20
C -1.420 4.194 0.995 0.70
C -1.456 5.378 1.723 -0.77
C -0.479 6.347 1.529 -0.74
C 0.538 6.144 0.611 -1.01
C 0.587 4.949 -0.092 -0.64
C -0.371 3.965 0.098 0.65
N -0.305 2.776 -0.679 0.41
C -0.002 1.530 -0.210 0.30
N -0.199 1.299 1.091 0.17
C 0.201 0.180 1.873 -0.41
C 0.472 -1.078 1.357 0.79
C 0.952 -2.039 2.260 0.28
C 1.095 -1.768 3.608 -1.66
C 0.756 -0.515 4.116 -0.31
C 0.310 0.457 3.244 0.97
O -0.036 1.733 3.612 -0.33
C -0.071 2.026 4.997 -1.16
N 0.442 0.609 -1.036 0.90
C 1.101 0.988 -2.229 0.49
C 0.880 0.292 -3.410 -0.57
C 1.601 0.563 -4.562 -1.19
C 2.571 1.552 -4.545 -0.90
C 2.829 2.247 -3.371 -0.95
C 2.114 1.958 -2.215 0.56
O 2.343 2.565 -1.014 0.27
C 3.596 3.205 -0.826 -1.37
H -3.916 2.386 2.025 0.21
H -4.016 4.158 1.902 0.37
H -2.897 3.403 3.073 0.37
H -2.260 5.558 2.422 0.44
H -0.527 7.267 2.097 0.40
H 1.297 6.897 0.452 0.41
H 1.384 4.757 -0.802 0.46
H 0.012 2.919 -1.627 0.70
H -0.538 2.076 1.636 0.19
H 1.220 -3.024 1.899 0.68
H 1.469 -2.530 4.281 0.45
H 0.864 -0.308 5.172 0.48
H -0.461 3.036 5.088 0.27
H 0.929 1.987 5.433 0.37
H -0.724 1.330 5.528 0.45
H 0.123 -0.483 -3.411 0.50
H 1.404 -0.002 -5.463 0.46
H 3.141 1.780 -5.437 0.40
H 3.606 2.998 -3.352 0.47
H 3.669 4.127 -1.407 0.42
H 4.416 2.538 -1.098 0.48
H 3.656 3.446 0.232 0.26
Cl 3.504 -0.060 -0.209 -0.06
C 3.714 -1.754 0.175 1.25
C 4.676 -2.084 1.113 -0.76
C 4.878 -3.412 1.459 -0.52
C 4.115 -4.393 0.842 -0.90
C 3.162 -4.036 -0.101 -0.56
C 2.918 -2.705 -0.457 -0.92
C 1.836 -2.355 -1.420 0.08
H 5.260 -1.296 1.571 0.46
H 5.625 -3.673 2.198 0.40
H 4.263 -5.437 1.090 0.41
H 2.572 -4.808 -0.581 0.36
H 1.423 -3.267 -1.852 0.85
H 2.230 -1.746 -2.239 0.66
C -4.350 -1.821 -2.322 -1.32
Si -2.856 -0.948 -1.584 0.25
C -3.312 -0.219 0.083 -0.36
C -2.607 0.499 -2.749 -0.78
C -1.417 -2.092 -1.393 0.74
Si -1.906 -3.719 -0.617 0.58
C -2.431 -4.897 -1.975 -1.27
C -0.497 -4.555 0.290 -0.91
C -3.287 -3.618 0.651 -1.24
H -5.213 -1.148 -2.304 0.31
H -4.633 -2.738 -1.804 0.37
H -4.155 -2.079 -3.369 0.31
H -4.371 0.058 0.122 0.63
H -2.729 0.685 0.272 -0.36
H -3.113 -0.921 0.896 0.25
H -3.587 0.957 -2.917 0.45
H -2.213 0.200 -3.724 0.31
H -1.945 1.265 -2.338 -0.05
H -1.100 -2.414 -2.399 0.43
H -1.587 -5.123 -2.635 0.31
H -3.228 -4.472 -2.591 0.31
H -2.792 -5.841 -1.557 0.39
H 0.457 -4.464 -0.233 0.01
H -0.708 -5.622 0.414 0.58
H -0.377 -4.121 1.285 0.11
H -4.132 -3.000 0.344 0.36
H -2.912 -3.223 1.600 0.32
H -3.664 -4.628 0.839 0.45
```

Output
Maximum force   0.007 Eh/bohr
Total charge   0
Orbital gap   8.09 eV
HOMO level   -7.62 eV
LUMO   0.47 eV

***

(4)
A structure of composition C36H48IrN2O6S3Si, computed with ωB97M-V/def2-TZVPD.

```
97
Properties=species:S:1:pos:R:3:mulliken_charge:R:1
Ir -0.016 0.854 -0.486 3.00
C 0.749 1.776 3.801 -2.08
C 1.027 1.301 2.394 0.62
N -0.133 0.651 1.741 0.00
N -1.225 0.740 2.419 -1.01
C -2.358 0.565 1.730 0.37
S -2.446 0.410 0.062 -0.50
S -3.852 0.565 2.689 -0.23
C -3.700 2.246 3.394 -0.99
C -3.949 3.328 2.387 0.37
C -5.216 3.875 2.218 -0.58
C -5.440 4.859 1.265 -0.55
C -4.396 5.301 0.463 -0.70
C -3.129 4.757 0.623 -0.42
C -2.906 3.781 1.584 0.56
C 2.236 0.416 2.225 -0.02
C 2.959 -0.044 3.326 -0.42
C 4.072 -0.851 3.177 -1.17
C 4.477 -1.203 1.892 -0.35
C 3.766 -0.766 0.792 -0.46
C 2.629 0.037 0.932 0.69
O 1.985 0.410 -0.175 -1.41
H -0.052 2.512 3.791 0.30
H 1.635 2.219 4.245 0.47
H 0.422 0.935 4.411 0.54
H -2.704 2.320 3.827 0.17
H -4.430 2.268 4.204 0.56
H -6.037 3.521 2.833 0.38
H -6.431 5.278 1.146 0.37
H -4.570 6.065 -0.284 0.41
H -2.313 5.083 -0.010 0.23
H -1.915 3.355 1.701 0.15
H 2.648 0.231 4.325 0.48
H 4.613 -1.201 4.046 0.42
H 5.347 -1.833 1.752 0.40
H 4.059 -1.036 -0.216 0.31
C 0.075 5.388 -1.442 -2.01
C 0.348 4.296 -0.434 1.32
O -0.299 3.259 -0.545 -0.46
C 1.395 4.535 0.595 0.01
C 2.048 5.772 0.644 -0.97
C 3.089 6.007 1.520 -1.08
C 3.530 4.972 2.338 -0.82
C 2.906 3.737 2.331 -0.88
C 1.803 3.539 1.504 1.30
O 1.081 2.423 1.468 1.18
H -0.568 4.983 -2.218 0.36
H 0.995 5.766 -1.884 0.58
H -0.435 6.225 -0.957 0.42
H 1.736 6.565 -0.021 0.40
H 3.570 6.975 1.549 0.40
H 4.379 5.128 2.993 0.45
H 3.271 2.923 2.941 0.40
C -1.029 -4.656 0.313 -1.55
C -0.232 -3.436 0.755 1.61
C 1.234 -3.790 0.969 -1.38
C -0.817 -2.841 2.024 -1.38
O -0.348 -2.393 -0.236 1.15
Si -0.026 -2.380 -1.833 -1.32
S -0.194 -0.335 -2.472 -0.82
O 1.480 -2.945 -2.053 0.30
C 2.372 -3.154 -3.157 1.61
C 3.704 -3.529 -2.526 -1.44
C 1.843 -4.294 -4.017 -1.40
C 2.511 -1.878 -3.974 -1.39
O -1.003 -3.326 -2.723 0.06
C -2.356 -3.263 -3.204 1.68
C -2.333 -2.623 -4.586 -1.63
C -3.229 -2.457 -2.252 -1.19
C -2.832 -4.703 -3.286 -1.80
H -0.905 -5.461 1.041 0.51
H -0.687 -5.018 -0.660 0.21
H -2.092 -4.416 0.240 0.30
H 1.327 -4.436 1.845 0.49
H 1.816 -2.882 1.140 0.12
H 1.651 -4.306 0.103 0.17
H -0.821 -3.588 2.820 0.48
H -1.841 -2.505 1.850 0.34
H -0.220 -1.987 2.348 -0.05
H 3.598 -4.440 -1.935 0.36
H 4.040 -2.727 -1.866 0.14
H 4.460 -3.695 -3.296 0.42
H 1.736 -5.201 -3.418 0.30
H 2.533 -4.496 -4.839 0.49
H 0.865 -4.042 -4.430 0.10
H 2.800 -1.044 -3.331 0.19
H 1.570 -1.619 -4.464 0.22
H 3.273 -2.014 -4.745 0.51
H -1.881 -1.630 -4.533 0.25
H -3.347 -2.522 -4.977 0.48
H -1.752 -3.236 -5.278 0.36
H -2.919 -1.411 -2.237 0.17
H -3.160 -2.850 -1.236 0.15
H -4.272 -2.501 -2.572 0.57
H -2.145 -5.290 -3.898 0.33
H -3.827 -4.749 -3.733 0.43
H -2.876 -5.147 -2.289 0.35
```

Output
Maximum force   0.014 Eh/bohr
Expectation value of S²   8.78
Total charge   0
Orbital gap (spin up / spin down)   6.36 / 6.58 eV
HOMO level (spin up / spin down)   -6.67 / -8.11 eV
LUMO (spin up / spin down)   -0.31 / -1.53 eV
2S+1   6

***

What did we get for DFT total energy? Answer: -122776.2900, -120513.2617, -129364.6493, -96600.5165 eV, in the order shown.